Record 1
DFT (wB97M-V/def2-TZVPD) results for a cluster of 2 separate species, C5H13NO in total at a distorted geometry.

Values from the calculation:
- 2S+1: 2
- Relative energy (zero: lowest compared OMol25 entry of this formula, charge and spin): 30.89 kcal per mole
- Highest occupied orbital energy (spin up / spin down): 1.1 / -4.0 eV
- Charge: -1
- Maximum force: 1.3 eV/A
- LUMO energy (spin up / spin down): 0.14791 / 0.14177 Ha
- HOMO-LUMO gap (spin up / spin down): 2.915 / 7.887 eV

Each line ends with the natural charge from an NBO analysis.
Element x y z (Å)
C  2.29542  0.12191  -0.87079  -0.71
N  1.42957  0.10010  0.29818  -0.68
C  0.10588  0.52028  0.34580  0.15
C  -0.56735  0.52695  1.51453  -0.38
C  -2.07793  0.63196  1.59124  -0.63
C  -0.52680  0.83141  -0.96695  -0.70
H  1.91948  -0.49816  -1.68155  0.17
H  2.53212  1.13159  -1.20961  0.17
H  3.24598  -0.28313  -0.50918  0.18
H  1.74014  -0.45561  1.07005  0.35
H  -0.15179  0.23104  2.47101  0.18
H  -2.54979  -0.30760  1.88113  0.20
H  -2.39418  1.41358  2.29516  0.18
H  -2.44984  0.95635  0.62038  0.20
H  -1.22878  1.66669  -0.91892  0.21
H  -1.02574  -0.00109  -1.46912  0.24
H  0.19101  1.20027  -1.69030  0.21
H  0.28366  -1.93474  -0.98886  0.45
H  -0.41343  -3.25786  -0.53441  0.37
O  -0.35762  -2.59394  -1.24778  -1.17

Forces on atoms 1 to 3 (eV/Å):
C 0.20 -0.18 1.08
N -0.29 0.58 -0.43
C 0.39 -0.61 0.76

***

Record 2
DFT (wB97M-V/def2-TZVPD) results for a structure of composition C19H28NO11W at a distorted geometry.

Values from the calculation:
- Relative energy (zero: lowest compared OMol25 entry of this formula, charge and spin): 226.14 kcal per mole
- Highest occupied orbital energy: -9.8 eV
- Charge: +1
- Maximum force: 3.2 eV/A
- LUMO energy: -0.11477 Ha
- HOMO-LUMO gap: 6.726 eV

Each line ends with the natural charge from an NBO analysis.
Element x y z (Å)
W  0.08338  -1.39242  0.96899  1.87
C  0.49835  -4.11754  1.67553  -0.09
C  -1.04815  -4.00385  1.22020  -0.07
O  -1.70319  -2.75618  1.62916  -0.57
C  -2.81986  -2.35550  0.71153  -0.08
C  -2.60442  -1.27267  -0.39516  -0.08
O  -1.52738  -1.64385  -1.23571  -0.55
C  -0.83691  -0.75242  -2.11085  -0.08
C  0.73426  -1.02776  -2.07242  -0.09
O  1.56958  -1.03752  -0.81172  -0.57
C  2.40813  0.07781  -0.41763  -0.10
C  2.77362  -0.01547  1.08123  -0.10
O  1.76480  0.04960  2.13481  -0.60
C  1.04516  1.33248  2.34513  -0.14
C  -0.33107  1.10824  2.87507  -0.37
O  -0.91712  -0.26770  2.49162  -0.62
C  -0.31380  -1.31800  3.38752  -0.17
C  0.98041  -2.30567  3.16178  -0.13
O  1.38852  -2.93172  1.90239  -0.51
H  0.95368  -4.74368  0.91593  0.24
H  0.46734  -4.66412  2.61838  0.19
H  -1.55544  -4.86303  1.67376  0.20
H  -1.14515  -4.10563  0.15114  0.23
H  -3.56833  -1.94316  1.38676  0.22
H  -3.20564  -3.27698  0.27815  0.21
H  -2.41859  -0.30626  0.09087  0.19
H  -3.54847  -1.20864  -0.94750  0.21
H  -1.03303  0.26771  -1.82901  0.20
H  -1.16899  -0.89219  -3.14252  0.21
H  1.23489  -0.37063  -2.78080  0.21
H  0.87465  -2.05579  -2.39299  0.23
H  1.93624  1.02551  -0.64352  0.20
H  3.32304  0.05296  -1.01744  0.21
H  3.49953  0.79359  1.20753  0.21
H  3.27898  -0.96401  1.26017  0.21
H  1.14506  1.86866  1.40652  0.16
H  1.57903  1.92474  3.09566  0.21
H  -1.47853  2.50682  1.58965  0.57
H  -0.37077  1.08030  3.96042  0.16
H  -1.11209  -1.99175  3.67401  0.22
H  -0.00780  -0.76421  4.27134  0.25
H  0.73611  -3.13420  3.82576  0.22
H  1.82881  -1.79292  3.59795  0.24
O  0.13222  -2.61421  -0.14693  -0.85
O  -0.98851  2.76851  0.79695  -0.69
C  -0.52487  2.16119  -0.23321  0.85
O  -0.17138  0.97320  -0.23351  -0.70
C  -0.36471  3.05014  -1.41667  -0.20
C  -0.75417  4.39068  -1.37032  -0.11
C  -0.60760  5.19704  -2.48689  -0.21
C  -0.07620  4.68307  -3.66324  -0.14
C  0.30171  3.35506  -3.68179  0.00
C  0.17137  2.53381  -2.58335  -0.11
N  0.87117  2.77016  -4.91451  0.53
O  0.98337  3.49424  -5.87434  -0.34
O  1.18720  1.59539  -4.87524  -0.39
H  -1.17016  4.79428  -0.45939  0.25
H  -0.91035  6.23380  -2.44551  0.24
H  0.04553  5.28979  -4.54879  0.26
H  0.48658  1.51087  -2.65492  0.24

Forces on atoms 1 to 3 (eV/Å):
W 1.84 0.08 -2.37
C -1.07 -0.66 0.37
C 0.35 -0.42 0.87

***

Record 3
DFT (wB97M-V/def2-TZVPD) results for the molecule CHNO2S at a distorted geometry.

Values from the calculation:
- Relative energy (zero: lowest compared OMol25 entry of this formula, charge and spin): 54.96 kcal per mole
- Highest occupied orbital energy: -9.6 eV
- Maximum force: 1.8 eV/A
- LUMO energy: -0.01199 Ha
- HOMO-LUMO gap: 9.225 eV

Each line ends with the natural charge from an NBO analysis.
Element x y z (Å)
O  1.13442  0.84083  1.62860  -0.46
C  0.59046  0.12157  0.86186  0.56
S  -0.81411  -0.89966  1.00054  0.19
N  0.26055  -0.44475  -0.38275  -0.24
O  -0.19864  0.44033  -1.37643  -0.53
H  -0.97268  -0.05831  -1.73183  0.48

Forces on atoms 1 to 3 (eV/Å):
O 0.89 -0.01 -1.58
C -1.35 0.20 1.24
S -0.90 -0.57 -0.03

***

Record 4
DFT (wB97M-V/def2-TZVPD) results for a structure of composition C35H59CsI2N8O4PS2SeSi at a distorted geometry.

Values from the calculation:
- 2S+1: 2
- Relative energy (zero: lowest compared OMol25 entry of this formula, charge and spin): 0.00 kcal per mole
- Highest occupied orbital energy (spin up / spin down): -2.3 / -2.3 eV
- Charge: -2
- Maximum force: 3.7 eV/A
- LUMO energy (spin up / spin down): 0.12140 / 0.10187 Ha
- HOMO-LUMO gap (spin up / spin down): 5.567 / 5.036 eV

Each line ends with the Mulliken charge.
Element x y z (Å)
Cs  0.71618  0.38351  1.74828  0.87
C  2.51618  -1.63084  -1.07846  -0.33
N  2.84458  -0.64696  -2.11365  0.34
C  2.51340  -0.99343  -3.49470  -1.24
C  3.00697  0.67339  -1.81350  -0.48
N  2.47765  1.13811  -0.66301  0.16
C  2.95995  2.29350  -0.09655  -0.20
C  4.34983  2.51904  0.08358  0.02
C  4.82711  3.61690  0.76728  -0.74
C  3.92057  4.54245  1.33586  -0.85
C  2.55912  4.33625  1.21498  -0.18
C  2.02847  3.23311  0.49758  0.15
N  0.67513  2.94753  0.51645  0.45
C  -0.20339  3.93839  0.27617  -0.65
N  -1.45801  3.82882  0.80795  0.27
C  -2.60766  4.32650  0.03627  -1.05
C  -1.78376  2.86759  1.85645  -1.20
N  0.03470  5.04278  -0.48632  0.73
C  -0.22893  6.37226  0.05250  -1.29
C  0.85849  4.96679  -1.67927  -0.81
N  3.64048  1.40034  -2.78553  0.49
C  3.37518  2.81990  -2.97418  -0.74
C  4.97301  0.95686  -3.20032  -1.32
H  2.97710  -2.58397  -1.36920  0.38
H  1.43196  -1.78954  -1.00776  -0.02
H  2.94374  -1.37622  -0.09926  -0.17
H  1.87935  -1.88822  -3.47900  0.46
H  3.41164  -1.25432  -4.08473  0.25
H  1.99274  -0.17662  -4.00712  0.40
H  5.03963  1.79306  -0.35873  0.43
H  5.90532  3.76167  0.89683  0.35
H  4.30960  5.41549  1.85969  0.36
H  1.85558  5.03483  1.67604  0.44
H  -2.28756  4.64205  -0.96479  0.39
H  -3.09379  5.15446  0.55671  0.23
H  -3.33644  3.51898  -0.05418  0.30
H  -0.95408  2.68571  2.53932  0.30
H  -2.20692  1.93950  1.44743  0.37
H  -2.56465  3.30523  2.49834  0.38
H  -0.80407  6.29929  0.97554  0.37
H  -0.78435  6.97098  -0.67640  0.28
H  0.73441  6.87882  0.24355  0.39
H  0.72685  4.00421  -2.16911  -0.01
H  1.91473  5.16010  -1.42560  0.23
H  0.53926  5.74719  -2.37309  0.47
H  2.35418  3.07763  -2.71469  -0.01
H  3.51739  3.04928  -4.03408  0.43
H  4.08110  3.44314  -2.41499  0.28
H  5.14641  -0.06343  -2.85315  0.40
H  5.74405  1.62273  -2.78990  0.38
H  5.04681  0.96632  -4.29416  0.30
O  -2.97884  -5.55614  -4.27186  -0.53
C  -1.83310  -4.71782  -4.52702  -0.65
C  -1.64922  -3.76999  -3.36786  0.92
C  -1.17327  -2.46156  -3.57610  -0.91
C  -0.98446  -1.64317  -2.47057  -0.85
N  -1.23627  -2.02250  -1.20976  -0.13
C  -1.76226  -3.24864  -1.00221  0.35
C  -1.95668  -4.17121  -2.06440  -0.50
C  -2.12900  -3.54514  0.36782  0.54
C  -2.46749  -4.85861  0.79613  -0.66
C  -2.85150  -5.06268  2.11953  0.77
C  -3.33047  -6.42576  2.56243  -0.86
O  -4.64412  -6.70656  2.04082  -0.53
C  -2.86467  -3.95944  2.99155  -0.67
C  -2.54359  -2.71175  2.47572  0.20
N  -2.16477  -2.50140  1.21533  -0.37
H  -3.27358  -5.97702  -5.11437  0.29
H  -1.93044  -4.10279  -5.43349  0.37
H  -0.91752  -5.32959  -4.64091  0.23
H  -0.94966  -2.07480  -4.57247  0.48
H  -0.66896  -0.59757  -2.57802  0.56
H  -2.40712  -5.14006  -1.85126  0.34
H  -2.45310  -5.66238  0.06244  0.24
H  -3.30067  -6.50140  3.66574  0.32
H  -2.69143  -7.20661  2.14696  0.34
H  -5.26445  -5.98709  2.30658  0.34
H  -3.14615  -4.04512  4.04670  0.40
H  -2.54376  -1.82106  3.11644  -0.04
C  5.28018  -2.52224  6.67866  -1.25
C  4.72351  -1.76376  5.51141  -0.31
O  3.39966  -2.42804  5.18909  -0.22
P  2.58433  -1.72607  3.97256  0.14
S  3.45092  -2.21510  2.28930  -0.46
S  2.24628  0.15894  4.51849  -0.48
O  1.24114  -2.62987  4.05829  -0.25
C  0.27549  -2.38480  5.17003  0.37
C  0.09851  -3.68539  5.91564  -1.22
H  6.19525  -2.04300  7.05492  0.39
H  5.55879  -3.54160  6.40069  0.28
H  4.59406  -2.58257  7.53064  0.29
H  5.33909  -1.81708  4.59830  0.30
H  4.54913  -0.69652  5.71526  0.31
H  -0.60790  -1.98872  4.67577  -0.19
H  0.65459  -1.57098  5.81013  0.43
H  -0.31872  -4.47301  5.28185  0.20
H  -0.60666  -3.56165  6.74164  0.36
H  1.04717  -4.04716  6.33845  0.31
I  -2.31052  0.55043  4.64110  -0.34
I  -5.02562  2.19311  5.86404  -0.48
C  -4.33739  0.57155  -5.25630  -1.03
Si  -4.01565  1.94626  -3.98384  0.35
C  -4.77591  3.53057  -4.70252  -1.11
C  -5.04066  1.49164  -2.44856  -0.87
Se  -1.83549  2.14930  -3.59914  -0.69
H  -5.36598  0.62841  -5.62553  0.36
H  -4.18325  -0.41029  -4.79901  0.20
H  -3.65212  0.66090  -6.10336  0.24
H  -5.59811  3.26921  -5.38018  0.33
H  -4.02762  4.09862  -5.26910  0.26
H  -5.19507  4.18330  -3.92975  0.30
H  -6.10465  1.51087  -2.69927  0.33
H  -4.87265  2.19227  -1.62646  0.16
H  -4.76278  0.48925  -2.09852  0.19

Forces on atoms 1 to 3 (eV/Å):
Cs -0.54 -0.82 -0.42
C 0.19 -0.09 -0.23
N 0.02 0.03 -0.12

***

Record 5
DFT (wB97M-V/def2-TZVPD) results for a cluster of 2 separate species, C5H10NO in total at a distorted geometry.

Values from the calculation:
- Relative energy (zero: lowest compared OMol25 entry of this formula, charge and spin): 199.93 kcal per mole
- Highest occupied orbital energy (spin up / spin down): -13.7 / -11.9 eV
- Charge: +1
- Maximum force: 4.4 eV/A
- LUMO energy (spin up / spin down): -0.23174 / -0.24750 Ha
- HOMO-LUMO gap (spin up / spin down): 7.354 / 5.144 eV

Each line ends with the natural charge from an NBO analysis.
Element x y z (Å)
C  2.44495  1.89695  0.28808  -0.52
C  -1.73422  -0.38852  0.00792  0.01
C  -0.62989  0.00190  -0.60322  -0.08
C  -2.75609  0.63131  0.41699  -0.69
C  1.61388  -2.46194  -0.31490  0.32
N  0.38600  -0.72682  -0.98740  -0.07
O  0.53765  -1.80889  -0.16798  -0.22
H  1.53735  1.24012  0.08949  0.15
H  3.49389  1.66240  0.48235  0.19
H  -1.87551  -1.37722  0.41772  0.22
H  -0.70541  0.95892  -1.00434  0.24
H  -2.36171  1.01780  1.36380  0.27
H  -2.81321  1.53670  -0.32718  0.25
H  -3.79431  0.23700  0.72534  0.27
H  2.43911  -2.19543  -1.05725  0.24
H  1.87965  -3.22170  0.50499  0.24
H  2.33787  2.99741  0.16557  0.18

Forces on atoms 1 to 3 (eV/Å):
C -0.80 1.03 -0.41
C -3.39 -0.32 2.86
C 0.62 -0.61 -1.24

***

Record 6
DFT (wB97M-V/def2-TZVPD) results for the molecule C5H11NO at a distorted geometry.

Values from the calculation:
- Relative energy (zero: lowest compared OMol25 entry of this formula, charge and spin): 9.14 kcal per mole
- Highest occupied orbital energy: -9.6 eV
- Maximum force: 1.3 eV/A
- LUMO energy: 0.03106 Ha
- HOMO-LUMO gap: 10.475 eV

Each line ends with the natural charge from an NBO analysis.
Element x y z (Å)
C  2.81221  0.53334  -0.21884  -0.42
N  1.43130  0.13107  -0.43707  -0.62
C  0.47276  -0.20348  0.45954  0.69
O  0.61883  -0.39459  1.65457  -0.63
C  -0.91712  -0.21497  -0.24839  -0.30
C  -1.65278  -1.50577  0.06695  -0.61
C  -1.61199  1.05122  0.25047  -0.60
H  2.99235  1.55104  -0.58898  0.20
H  3.52681  -0.13521  -0.71477  0.20
H  3.02819  0.52220  0.85307  0.23
H  0.95478  0.18060  -1.31854  0.39
H  -0.86018  -0.13334  -1.35225  0.18
H  -1.56804  -1.69817  1.13786  0.23
H  -1.20574  -2.34882  -0.47488  0.21
H  -2.70901  -1.44386  -0.21453  0.21
H  -2.65510  1.10713  -0.07511  0.21
H  -1.56855  1.05921  1.34163  0.23
H  -1.08874  1.94241  -0.12074  0.21

Forces on atoms 1 to 3 (eV/Å):
C 0.03 -0.01 0.07
N -0.17 -0.06 -0.02
C -0.22 0.01 -0.07

***

Record 7
DFT (wB97M-V/def2-TZVPD) results for a structure of composition C18H39I2N2S at a distorted geometry.

Values from the calculation:
- Highest occupied orbital energy: -10.0 eV
- Charge: +1
- Maximum force: 1.5 eV/A
- LUMO energy: -0.13620 Ha
- HOMO-LUMO gap: 6.257 eV

Each line ends with the natural charge from an NBO analysis.
Element x y z (Å)
C  -0.36369  -2.00818  1.24527  -0.36
C  -1.01701  -2.80135  2.05408  -0.23
C  -1.83154  -3.99618  1.62103  -0.54
S  -2.47778  -3.66972  -0.06307  0.64
C  -3.80694  -2.49196  0.22553  -0.46
I  -3.26603  -0.51791  -0.24985  0.32
C  -4.97920  -2.85440  0.69154  -0.08
C  -6.07117  -1.88377  0.96856  -0.69
I  -5.42940  -4.89856  1.09199  0.22
H  0.00237  -2.39438  0.29717  0.20
H  -0.17306  -0.95986  1.43318  0.24
H  -0.95482  -2.62804  3.12204  0.24
H  -1.21899  -4.90096  1.63958  0.27
H  -2.70763  -4.11839  2.24796  0.26
H  -3.00523  -4.82352  -0.53882  0.19
H  -5.71717  -0.85803  1.02074  0.25
H  -6.83549  -1.91624  0.19327  0.26
H  -6.49979  -2.10422  1.94413  0.25
C  0.82194  1.61209  3.75137  -0.61
C  0.59065  2.24759  2.38844  -0.22
N  -0.81244  2.33126  2.01980  -0.47
C  -1.01884  2.67047  0.62302  -0.20
C  -0.55419  4.04405  0.13017  -0.64
C  -1.68049  3.01238  2.96918  -0.22
C  -1.34674  4.46284  3.33524  -0.64
H  0.35393  0.62673  3.80986  0.20
H  1.89165  1.48671  3.92263  0.22
H  0.43430  2.22821  4.56317  0.21
H  1.10321  1.62855  1.64459  0.19
H  1.08508  3.22943  2.36798  0.17
H  -2.08340  2.55365  0.38482  0.18
H  -0.50814  1.90835  0.02101  0.18
H  -1.21779  4.84010  0.46358  0.21
H  -0.56053  4.06349  -0.96182  0.21
H  0.46035  4.27678  0.45338  0.21
H  -1.69733  2.42647  3.89213  0.19
H  -2.70942  2.96532  2.60144  0.19
H  -0.28319  4.60806  3.52791  0.21
H  -1.88336  4.74335  4.24329  0.22
H  -1.65408  5.16014  2.55757  0.21
C  4.58065  -2.68385  -3.65226  -0.62
C  3.46503  -2.07800  -2.81391  -0.21
N  3.65490  -0.66804  -2.53090  -0.45
C  2.75738  -0.15963  -1.51240  -0.21
C  1.25329  -0.15084  -1.81574  -0.64
C  3.84548  0.19231  -3.68829  -0.22
C  2.74546  0.21434  -4.75689  -0.64
H  5.55337  -2.51681  -3.18808  0.22
H  4.43142  -3.76077  -3.74230  0.21
H  4.60316  -2.27465  -4.66284  0.21
H  3.43965  -2.61669  -1.86134  0.19
H  2.50159  -2.27754  -3.31089  0.15
H  3.06738  0.85325  -1.24059  0.20
H  2.91439  -0.75502  -0.60529  0.18
H  0.98411  0.64308  -2.51100  0.21
H  0.69489  0.03389  -0.89234  0.19
H  0.90551  -1.10269  -2.22183  0.20
H  4.78117  -0.09638  -4.17307  0.20
H  4.02618  1.21280  -3.34168  0.20
H  2.38794  -0.78608  -5.00553  0.20
H  3.13603  0.65766  -5.67448  0.22
H  1.89238  0.81931  -4.45146  0.20

Forces on atoms 1 to 3 (eV/Å):
C 0.74 0.43 -1.29
C -0.51 -0.31 0.88
C 0.60 -0.46 0.19